Formula: C30H46Cl3CuNPSi
Source: OMol25
Level of theory: ωB97M-V with the def2-TZVPD basis set

```
83
Properties=species:S:1:pos:R:3:forces:R:3:lowdin_spin:R:1
Cu -0.116183 -0.607550 -1.513980 0.0 0.4 0.5 0.30
C -2.727471 -4.450264 -0.448077 0.0 0.0 0.0 0.00
C -1.507099 -4.466320 0.472051 0.0 0.0 0.0 0.00
C -1.832540 -5.168473 1.791916 0.0 0.0 0.0 0.00
C -0.959719 -3.076052 0.725837 0.0 0.0 0.0 0.01
C 0.353968 -2.765249 0.382191 0.0 0.0 0.1 0.01
C 0.932067 -1.527310 0.666759 -0.1 -0.1 0.0 0.00
C 2.441724 -1.372766 0.559055 0.1 -0.1 0.0 0.00
C 3.076521 -1.425469 1.955457 0.0 0.0 0.0 0.00
C 3.109466 -2.453357 -0.290629 0.0 0.1 -0.1 0.00
C 0.118925 -0.515980 1.239317 0.0 0.2 -0.2 0.00
C -1.191274 -0.832400 1.647225 0.0 -0.1 0.1 0.02
C -1.699367 -2.105126 1.377317 0.0 0.0 0.0 0.00
C -2.034042 0.088892 2.512461 -0.1 0.0 -0.1 0.00
C -3.501511 0.158544 2.072994 0.0 0.0 0.0 0.00
C -1.981145 -0.380193 3.972151 0.0 0.0 0.0 0.00
C 0.736019 0.824589 1.540007 0.0 0.0 0.1 0.00
C 1.050417 1.082528 2.875119 0.0 0.0 0.0 0.00
C 1.702757 2.235862 3.270184 0.0 0.0 0.0 0.00
C 2.073429 3.167450 2.315149 0.0 0.0 0.0 0.00
C 1.749519 2.943962 0.989440 0.0 0.0 0.0 0.00
C 1.069232 1.795711 0.574754 0.0 -0.1 0.1 0.01
P 0.525446 1.652516 -1.168624 0.3 0.0 -0.2 0.08
C -0.996681 2.744243 -1.242397 0.0 0.0 0.0 0.01
C -1.585196 2.659419 -2.654878 0.0 0.0 0.0 0.00
C -0.775889 4.209424 -0.858546 0.0 0.0 0.0 0.01
C -1.987627 2.164591 -0.230421 0.0 0.0 0.0 0.00
C 1.897332 2.321649 -2.286239 0.0 0.0 0.0 0.00
C 2.075939 3.842469 -2.380410 0.0 0.0 0.0 0.00
C 1.626727 1.854128 -3.720226 -0.1 0.0 0.0 0.00
C 3.202891 1.673983 -1.802192 0.0 0.1 0.0 0.00
H -3.129611 -5.457340 -0.562001 0.0 0.0 0.0 0.00
H -2.473646 -4.073400 -1.439753 0.0 0.0 0.0 0.00
H -3.520902 -3.825095 -0.028462 0.0 0.0 0.0 0.00
H -0.717412 -5.033095 -0.029141 0.0 0.0 0.0 0.00
H -2.668009 -4.680148 2.298412 0.0 0.0 0.0 0.00
H -0.976897 -5.158369 2.467613 0.0 0.0 0.0 0.00
H -2.114394 -6.206097 1.611237 0.0 0.0 0.0 0.00
H 0.962701 -3.542808 -0.056386 0.0 0.0 0.0 0.00
H 2.669374 -0.402185 0.122113 0.0 0.1 0.0 0.00
H 2.849602 -2.384009 2.427559 0.0 0.0 0.0 0.00
H 2.736523 -0.628447 2.610886 0.0 0.0 0.0 0.00
H 4.160959 -1.345576 1.866512 0.0 0.0 0.0 0.00
H 3.142753 -3.403498 0.245616 0.0 0.0 0.0 0.00
H 4.139708 -2.165883 -0.502840 0.0 0.0 0.0 0.00
H 2.611069 -2.625849 -1.243738 0.0 0.0 0.0 0.00
H -2.704318 -2.341487 1.709783 0.0 0.0 0.0 0.00
H -1.614324 1.094158 2.466658 0.0 0.0 0.0 0.00
H -4.055910 -0.721172 2.405306 0.0 0.0 0.0 0.00
H -3.608489 0.236882 0.990560 0.0 0.0 0.0 0.00
H -3.984095 1.027528 2.521370 0.0 0.0 0.0 0.00
H -2.369547 -1.397273 4.055558 0.0 0.0 0.0 0.00
H -2.596508 0.267280 4.598590 0.0 0.0 0.0 0.00
H -0.970247 -0.380344 4.375145 0.0 0.0 0.0 0.00
H 0.795116 0.337698 3.615322 0.0 0.0 0.0 0.00
H 1.935301 2.395101 4.314744 0.0 0.0 0.0 0.00
H 2.602659 4.067729 2.597037 0.0 0.0 0.0 0.00
H 2.022869 3.694651 0.266086 0.0 0.0 0.0 0.00
H -0.968667 3.186893 -3.381601 0.0 0.0 0.0 0.00
H -2.570067 3.131808 -2.661347 0.0 0.0 0.0 0.00
H -1.706657 1.626121 -2.992036 0.0 0.0 0.0 0.00
H -0.200564 4.764080 -1.593137 0.0 0.0 0.0 0.00
H -0.299897 4.309030 0.117143 0.0 0.0 0.0 0.00
H -1.757243 4.685756 -0.787742 0.0 0.0 0.0 0.00
H -2.116033 1.088767 -0.340760 0.0 0.0 0.0 0.00
H -2.961100 2.640716 -0.369046 0.0 0.0 0.0 0.00
H -1.660695 2.363579 0.789919 0.0 0.0 0.0 0.00
H 1.244917 4.310632 -2.904923 0.0 0.0 0.0 0.00
H 2.971541 4.024664 -2.979732 0.0 0.0 0.0 0.00
H 2.220069 4.353777 -1.433385 0.0 0.0 0.0 0.00
H 0.754467 2.332344 -4.162353 0.0 0.0 0.0 0.00
H 1.477955 0.782848 -3.782187 0.1 0.0 0.0 0.00
H 2.491076 2.100628 -4.339205 0.0 0.0 0.0 0.00
H 3.636581 2.215687 -0.961475 0.0 0.0 0.0 0.00
H 3.926392 1.674235 -2.619527 0.0 0.1 0.0 0.00
H 3.059339 0.636707 -1.502179 0.0 -0.1 -0.1 0.00
Cl -0.091640 -1.131628 -5.125017 -0.1 0.1 0.0 0.06
Si 0.885677 -1.618211 -3.394620 -0.4 -0.2 0.1 0.25
Cl 2.882503 -1.615184 -3.792961 0.1 0.0 0.0 0.07
Cl 0.270883 -3.535682 -2.918154 0.1 0.0 -0.1 0.11
N -3.201513 -1.327605 -1.646619 0.0 0.1 0.0 0.01
C -2.079559 -1.103998 -1.515844 0.1 -0.1 -0.3 0.02
H -4.178753 -1.518395 -1.749743 0.0 0.0 0.0 0.00
```
Forces are in eV/Å.

Total charge: +1
Lowest unoccupied orbital energy (alpha / beta), Ha: -0.079 / -0.192
Multiplicity: 2
ΔE to the lowest compared entry with this formula, charge and spin, kcal per mole: 0.00
Orbital gap (alpha / beta), eV: 8.91 / 6.23